(1)
Entry from OMol25: a 7-piece molecular cluster, C30H58Br12ClFIN4O2 overall (ωB97M-V/def2-TZVPD).

Summary:
Charge   +1
E_HOMO   -0.4129 Ha

The geometry in XYZ format:
```
109
Properties=species:S:1:pos:R:3:forces:R:3:lowdin_charge:R:1
C -1.126933 0.953528 5.926266 -0.50 -0.53 -0.69 -0.0485
C -0.791609 0.164311 4.621249 -0.49 0.68 1.23 -0.2074
N 0.495632 -0.526880 4.756745 -0.33 0.98 -0.44 -0.0831
C 1.391333 -0.330224 3.625511 0.32 -1.03 -0.15 -0.1339
C 0.871596 -1.037174 2.339654 0.66 0.60 0.68 -0.0671
C 1.612806 -0.632909 1.069617 -1.11 -2.76 -1.71 -0.4327
F 2.899560 -0.299651 1.323297 0.43 1.25 0.51 -0.0729
C 0.900983 0.229865 -0.012743 0.89 0.44 -0.12 -0.1801
C 0.093765 1.461334 0.390534 0.65 0.06 -0.18 -0.1427
C 0.706845 2.294939 1.522508 -1.22 0.74 -0.37 -0.6738
C -0.018722 3.641516 1.556512 -0.12 -0.65 -0.18 -0.1303
Cl 2.452487 2.582058 1.297898 -0.11 -0.32 0.28 0.7208
C 0.219443 -0.759592 -0.993068 -1.39 1.49 2.23 -0.1786
C -1.094181 -1.349310 -0.386896 0.32 -0.08 -0.80 -0.0621
C -2.279279 -1.264237 -1.370496 -0.70 -0.04 0.73 -0.3716
O -2.434711 -2.458583 -2.109313 0.32 -0.20 -0.38 -0.0655
C -3.574091 -0.906354 -0.629173 0.26 -0.43 0.61 -0.2124
N -3.862538 -1.788365 0.521995 0.11 0.21 -0.54 0.0305
N 1.294092 -1.748097 -1.176754 -0.07 -1.06 0.02 -0.0735
C 2.385912 -1.456768 -2.150212 -0.31 -0.24 -1.29 -0.2284
C 1.957424 -0.683908 -3.389861 -0.26 -0.35 0.94 -0.2321
N 2.325964 0.494481 -3.555739 0.40 1.30 -0.44 0.1475
C 1.772464 -1.994211 0.239871 0.42 -0.29 0.02 -0.5160
I 3.712106 -2.947063 0.440013 -0.62 0.17 -0.10 1.0215
C 0.356599 -1.897805 5.087937 2.45 0.54 1.52 -0.5145
C 1.342437 -2.493819 6.076920 -0.14 0.51 -0.66 0.0267
O -0.455274 -2.598210 4.615285 -2.82 -1.61 -1.43 0.1322
H -2.068188 0.582320 6.322661 -0.13 0.01 0.19 0.0613
H -0.369894 0.793732 6.682629 0.24 0.25 0.04 0.0715
H -1.287470 2.000016 5.688367 0.25 0.24 0.26 0.0459
H -0.800056 0.896978 3.818109 0.35 -0.18 -0.34 0.0965
H -1.629666 -0.508789 4.453463 0.19 -0.33 -0.36 0.1020
H 1.657637 0.706645 3.461062 -0.22 0.18 0.24 0.1022
H 2.322844 -0.839688 3.866645 0.25 0.17 0.08 0.1290
H 1.078335 -2.089757 2.506835 -0.12 -0.22 0.04 0.1110
H -0.206927 -0.960686 2.256172 -0.14 0.25 -0.18 0.1184
H 1.733766 0.614870 -0.617133 0.14 0.14 0.26 0.1174
H -0.947617 1.256923 0.637220 -0.04 -0.16 0.21 0.1248
H 0.071799 2.117880 -0.479331 -0.10 -0.02 -0.23 0.1274
H 0.465748 1.819870 2.464940 0.76 -0.18 0.21 0.0655
H -1.029622 3.410432 1.883513 -0.25 0.28 0.20 0.0554
H 0.438981 4.349188 2.244258 -0.02 -0.03 -0.05 0.0326
H -0.101847 4.023836 0.542027 0.21 0.38 -0.04 0.0800
H -0.131795 -0.214400 -1.861560 0.86 -0.22 -0.65 0.1536
H -0.959778 -2.375107 -0.047098 -0.05 -0.19 -0.08 0.1309
H -1.382547 -0.802502 0.498944 0.19 0.27 0.22 0.0921
H -2.128151 -0.458100 -2.088192 0.23 -0.07 -0.25 0.1465
H -2.977229 -3.096196 -1.628334 0.02 0.14 -0.04 0.0987
H -4.399440 -0.935282 -1.334799 -0.09 0.05 -0.13 0.1177
H -3.488041 0.099160 -0.228117 -0.10 0.29 -0.17 0.1034
H -3.383030 -2.673696 0.406296 -0.19 -0.13 0.29 0.0602
H -3.524512 -1.359665 1.371718 -0.02 -0.14 0.17 0.0591
H 0.834236 -2.630351 -1.425717 0.22 0.06 -0.69 0.0984
H 2.767597 -2.419909 -2.474587 0.09 -0.21 0.19 0.0797
H 3.207210 -0.926558 -1.690266 -0.13 0.16 0.45 0.0042
H 1.315184 -1.110332 -4.147095 -0.13 -0.48 -0.02 0.0784
H 2.912491 0.826076 -2.784722 -0.03 0.11 -0.06 -0.0298
H 1.146087 -2.813493 0.553082 -0.38 0.19 0.54 0.0683
H 0.890886 -3.396183 6.461565 -0.04 -0.12 0.26 0.0849
H 1.590955 -1.772065 6.844584 0.26 -0.06 0.14 0.0835
H 2.217506 -2.797113 5.501577 0.30 0.12 0.19 0.0863
Br 5.664316 -1.446493 -2.422979 0.26 -0.05 -0.20 0.6727
C 5.995312 0.314401 -3.184134 0.17 -0.17 -0.13 -0.6483
C 6.330993 1.296054 -2.099503 -0.12 0.28 -0.01 -0.6366
Br 4.717206 1.787251 -1.119844 0.13 -0.01 0.15 0.6908
H 5.102357 0.591599 -3.736446 0.03 0.03 -0.02 0.0411
H 6.822145 0.188977 -3.879700 0.04 0.01 0.07 0.0670
H 6.718497 2.220503 -2.522427 -0.07 0.01 -0.03 0.0706
H 7.037961 0.909957 -1.372316 -0.03 -0.05 -0.02 0.0582
Br 5.240101 7.076490 -0.683858 -0.07 0.02 -0.04 0.6159
C 3.471217 6.835265 0.090227 0.28 0.04 0.06 -0.6896
C 2.978075 5.425475 -0.091582 -0.18 0.17 -0.10 -0.7473
Br 2.373881 5.108891 -1.915115 0.01 -0.12 0.03 0.5963
H 2.821908 7.573287 -0.369567 -0.03 -0.04 -0.02 0.0512
H 3.587530 7.064334 1.147458 -0.03 -0.06 0.01 0.0604
H 2.107415 5.240086 0.534124 0.09 0.07 -0.01 0.0126
H 3.739048 4.680554 0.121645 0.01 0.12 -0.02 -0.0043
Br 0.356524 -7.127573 -5.105914 -0.07 0.08 -0.02 0.6360
C 0.972904 -5.435156 -5.839730 0.02 -0.29 0.00 -0.6917
C 1.506456 -4.528027 -4.764518 0.08 0.27 -0.06 -0.6476
Br 0.050547 -3.720656 -3.742661 -0.11 -0.11 0.15 0.7453
H 0.136447 -4.999531 -6.379932 0.04 0.09 0.01 0.0086
H 1.761196 -5.695326 -6.542696 0.03 0.07 0.02 0.0698
H 2.047619 -3.692709 -5.208322 -0.04 -0.03 -0.03 0.0632
H 2.149665 -5.037621 -4.053568 -0.04 -0.08 -0.04 0.0557
Br -0.092195 5.651240 4.818497 0.15 0.00 -0.04 0.6314
C -1.510204 6.428796 3.740130 0.08 0.07 0.26 -0.6804
C -2.854240 6.056948 4.309402 -0.14 -0.09 -0.23 -0.6799
Br -3.298064 4.197633 3.946096 -0.06 0.01 0.03 0.5993
H -1.355480 6.080837 2.723197 -0.13 -0.03 0.00 0.0390
H -1.366605 7.506508 3.777179 0.01 -0.01 0.05 0.0627
H -3.644205 6.649620 3.852899 0.02 -0.02 -0.05 0.0621
H -2.897948 6.169934 5.387669 0.07 0.06 -0.01 0.0513
Br -4.941691 0.970341 4.193951 0.11 -0.02 0.02 0.5753
C -6.789408 1.315210 3.695304 0.05 -0.15 0.12 -0.6770
C -7.100163 0.744147 2.338983 -0.12 0.12 -0.17 -0.6887
Br -6.354200 1.839805 0.912584 0.08 -0.08 0.01 0.6000
H -6.934846 2.389247 3.752563 0.01 0.00 -0.07 0.0539
H -7.390059 0.828337 4.460485 0.00 -0.03 -0.03 0.0621
H -8.173979 0.736436 2.164778 0.00 0.03 0.04 0.0611
H -6.705219 -0.258523 2.205854 0.01 0.01 0.03 0.0468
Br -0.424439 -6.239186 -10.128074 0.04 0.04 0.11 0.6122
C -1.757512 -6.388901 -8.718663 0.04 -0.09 -0.28 -0.6969
C -2.786422 -5.293330 -8.806752 -0.05 0.07 0.24 -0.6805
Br -2.087715 -3.595067 -8.154987 0.03 -0.03 -0.03 0.6063
H -1.219297 -6.388665 -7.776284 -0.07 -0.01 0.04 0.0060
H -2.222993 -7.360948 -8.866019 -0.05 0.03 0.02 0.0629
H -3.635392 -5.519270 -8.165050 0.02 -0.02 0.01 0.0597
H -3.136607 -5.118107 -9.818657 0.06 -0.04 -0.02 0.0524
```
Forces are in eV/Å.

***

(2)
Entry from OMol25: a 2-piece molecular cluster, C5H13N overall (ωB97M-V/def2-TZVPD).

Summary:
Charge   0
E_HOMO   -0.3131 Ha
Structure (SMILES)   C=CCCC.N

The geometry in XYZ format:
```
19
Properties=species:S:1:pos:R:3:forces:R:3:lowdin_charge:R:1
C -1.561862 -0.126110 -0.239728 -1.27 1.17 0.14 -0.0388
C -1.024481 1.083574 -0.414947 -1.34 -0.83 -2.80 -0.2632
C 0.321145 1.379151 -0.995652 -2.08 0.99 2.21 -0.1275
C 0.770673 1.582193 0.496565 4.51 0.65 0.71 -0.2843
C 1.163291 0.306522 1.262824 -0.88 -0.39 -1.51 -0.1031
H -1.529658 -0.857674 -1.021887 0.78 -0.59 0.36 0.0381
H -2.357376 -0.166115 0.496800 -0.45 -0.32 -0.46 0.0616
H -1.619438 1.968019 -0.233134 0.39 0.17 1.17 0.1125
H 0.838362 0.616928 -1.563588 0.09 -0.15 0.21 0.1173
H 0.275261 2.362735 -1.457743 0.44 -0.14 -0.36 0.1040
H 1.698065 2.185749 0.434592 0.04 -0.14 -0.04 0.1062
H 0.217247 2.232484 1.169839 -0.92 -0.10 -0.59 0.1094
H 1.410363 0.421633 2.310706 0.03 0.25 0.04 0.0705
H 1.931508 -0.247711 0.724336 0.40 0.22 0.17 0.0721
H 0.293017 -0.336320 1.128590 -0.03 -0.36 0.68 0.0366
N -0.239007 -3.081865 -0.526371 0.88 -1.10 -0.13 0.0394
H 0.475988 -3.543048 -1.051953 -0.08 0.23 -0.35 -0.0024
H -0.743392 -2.318238 -0.912836 0.02 -0.10 0.40 -0.0536
H -0.319706 -3.461910 0.393589 -0.54 0.54 0.15 0.0053
```
Forces are in eV/Å.

***

(3)
Entry from OMol25: a single C6H12N2O3 molecule (ωB97M-V/def2-TZVPD).

Summary:
Charge   0
E_HOMO   -0.3500 Ha
Structure (SMILES)   CC[C@@](N=O)(C(C)C)[N+](=O)[O-]

The geometry in XYZ format:
```
23
Properties=species:S:1:pos:R:3:forces:R:3:lowdin_charge:R:1
C -2.405116 -0.607835 -1.050375 -1.64 1.38 0.95 -0.0836
C -1.321500 -0.775728 -0.052029 -0.36 0.97 -0.22 -0.2169
C -0.202602 0.202068 -0.116721 0.19 0.38 -0.73 -0.2582
N -0.653724 1.487153 0.499566 0.02 0.74 1.55 0.0518
O -1.392270 1.420038 1.458979 1.03 -0.47 -1.33 0.0416
C 1.167264 -0.451112 0.381769 -0.90 3.38 -0.61 -0.2835
C 2.238484 0.540914 -0.057725 0.94 -2.50 -1.26 -0.0606
C 1.167077 -0.452200 1.915241 -1.76 -0.64 -1.54 -0.0350
N 0.097690 0.855280 -1.698034 -0.59 -1.34 1.14 -0.3408
O 0.334168 0.082424 -2.607684 -0.14 -0.07 0.75 0.0661
O 0.057760 2.045960 -1.785549 0.09 0.29 -0.31 0.0814
H -2.222309 -0.667064 -2.072899 0.94 0.21 -1.75 0.0518
H -2.936988 0.363816 -0.788340 0.37 -1.21 -0.72 0.1166
H -3.048405 -1.430263 -0.860486 -1.21 -0.52 0.19 0.0718
H -0.967185 -1.759179 0.047768 0.48 -1.38 -0.09 0.1083
H -1.920069 -0.526280 0.822995 0.79 -0.23 0.79 0.1139
H 1.107954 -1.381815 -0.156569 0.70 -0.61 0.29 0.1350
H 1.960921 1.447897 0.306957 -0.39 2.77 1.36 0.0532
H 2.339357 0.680891 -1.109317 -0.30 -0.15 -1.01 0.0686
H 3.249497 0.289290 0.198915 0.41 -0.27 0.85 0.0876
H 0.823728 0.489932 2.316821 0.31 0.38 0.01 0.0778
H 0.391322 -1.158104 2.158757 0.05 -0.62 0.94 0.0805
H 2.134946 -0.696083 2.247959 0.98 -0.50 0.75 0.0727
```
Forces are in eV/Å.

***

Max |F|, record by record: 0.0690 0.0898 0.0692 Eh/bohr